1.
DFT (the ωB97M-V functional and the def2-TZVPD basis) results for a cluster of 2 separate species, C3H7O3 in total at a distorted geometry.

CARTESIAN COORDINATES (ANGSTROEM)
1 O -2.8080 1.6704 1.0829
2 C -1.5821 1.6431 0.9978
3 O -0.7609 1.1238 1.8427
4 H -1.0456 2.1242 0.1454
5 H 0.3036 0.7057 0.8377
6 C 0.7556 -0.2000 -0.8791
7 O 1.0870 0.7112 0.1305
8 C 0.7241 -1.6631 -0.3681
9 H -0.2464 0.0172 -1.2838
10 H 1.5027 -0.1216 -1.6771
11 H 0.4187 -2.3362 -1.1702
12 H 1.6946 -2.0542 -0.0727
13 H -0.0435 -1.6205 0.4142

## Properties
2S+1 = 1
relative energy (zero: lowest compared OMol25 entry of this formula, charge and spin) = 82.83 kJ/mol
molar mass = 91.09 g mol⁻¹
total charge = -1

2.
DFT (the ωB97M-V functional and the def2-TZVPD basis) results for a cluster of 17 separate species, C40H121N7O17 in total at a distorted geometry.

CARTESIAN COORDINATES (ANGSTROEM)
1 C 0.1308 -3.4463 -2.5350
2 O 0.2007 -3.4828 -1.1004
3 H -0.8690 -3.1193 -2.8208
4 H 0.7660 -2.6905 -2.9969
5 H 0.2413 -4.4380 -2.9738
6 H 0.8629 -4.0714 -0.7309
7 C -3.3038 0.8641 3.7270
8 O -1.9814 0.3533 4.0643
9 H -3.2910 1.7087 3.0381
10 H -3.9600 0.0831 3.3428
11 H -3.6518 1.2636 4.6796
12 H -1.3304 1.0545 4.1419
13 C -5.2056 -3.0134 0.4689
14 O -4.3705 -2.8872 1.6129
15 H -4.5881 -2.9670 -0.4281
16 H -5.6806 -3.9932 0.5193
17 H -5.9069 -2.1790 0.4655
18 H -3.7477 -3.6171 1.5829
19 C 0.0542 -2.1468 3.5185
20 O -1.3452 -2.4604 3.3642
21 H 0.6195 -2.9501 3.9910
22 H 0.3704 -2.0370 2.4812
23 H 0.3573 -1.2368 4.0362
24 H -1.9298 -1.7019 3.2977
25 C -3.3942 5.9419 0.9936
26 O -2.6738 4.7675 1.2254
27 H -3.1648 6.7915 1.6368
28 H -3.2136 6.3444 -0.0031
29 H -4.4771 5.8292 1.0456
30 H -1.7210 4.7677 1.1080
31 C -3.9535 2.6640 -3.9653
32 O -3.1330 2.4062 -5.0313
33 H -4.8214 3.2526 -4.2625
34 H -4.1936 1.7866 -3.3648
35 H -3.3906 3.2966 -3.2790
36 H -3.2291 3.1251 -5.6603
37 C 0.4025 1.6575 5.9783
38 O 0.0849 2.2445 4.7463
39 H 1.3170 1.0773 5.8551
40 H 0.3552 2.3017 6.8563
41 H -0.3277 0.8702 6.1659
42 H 0.8951 2.5661 4.3442
43 C 3.4648 -4.2327 2.2023
44 O 3.9951 -3.3845 3.1715
45 H 3.2680 -5.1811 2.7022
46 H 2.5584 -3.7924 1.7868
47 H 4.2024 -4.3955 1.4164
48 H 4.0182 -2.5255 2.7436
49 C -0.3842 0.8810 -6.5271
50 C 0.6326 0.9017 -7.6938
51 O 1.8727 0.4664 -7.0955
52 H -0.1896 1.7088 -5.8452
53 H -0.3796 0.0179 -5.8614
54 H -1.3842 1.1210 -6.8883
55 H 0.6653 1.8493 -8.2314
56 H 0.2549 0.1000 -8.3284
57 H 2.4445 0.3342 -7.8552
58 C -1.3171 -0.2142 -1.0007
59 C -0.5297 -0.6085 0.2185
60 O 0.7030 -1.1582 -0.1026
61 H -2.0032 0.5932 -0.7452
62 H -1.9879 -0.9560 -1.4341
63 H -0.6804 0.2592 -1.7481
64 H -1.2344 -1.1713 0.8306
65 H -0.1012 0.2615 0.7162
66 H 0.6395 -2.0706 -0.3944
67 C 0.3383 -2.0886 8.5348
68 C -1.1429 -2.3590 8.4955
69 C -1.6122 -2.4601 7.0063
70 O -3.0355 -2.4692 7.0913
71 C -3.6660 -2.6769 5.8414
72 N -1.2343 -3.6302 9.1915
73 H 0.5025 -1.0836 8.1462
74 H 1.0092 -2.6495 7.8841
75 H 0.8346 -2.0727 9.5051
76 H -1.7051 -1.6049 9.0462
77 H -1.1000 -3.3047 6.5453
78 H -1.2889 -1.5551 6.4920
79 H -3.2564 -3.4712 5.2174
80 H -3.4036 -1.8600 5.1691
81 H -4.7365 -2.8815 5.8585
82 H -2.1054 -4.1398 9.1520
83 H -0.5750 -4.2632 8.7617
84 C 0.4847 2.6221 1.4807
85 C 0.6626 4.1118 1.9215
86 C 2.0699 4.3890 2.3850
87 O 2.2982 3.4428 3.3827
88 C 3.3622 3.7497 4.3262
89 N 0.2011 4.8567 0.7473
90 H 1.1196 2.5712 0.5962
91 H -0.5293 2.3528 1.1848
92 H 0.9183 1.8711 2.1410
93 H -0.0377 4.3135 2.7320
94 H 2.0757 5.2861 3.0042
95 H 2.9331 4.2557 1.7330
96 H 4.3346 3.6894 3.8373
97 H 3.3842 2.9923 5.1097
98 H 3.2679 4.7318 4.7896
99 H 0.7594 4.5979 -0.0536
100 H 0.4540 5.8115 0.9581
101 C 2.8688 6.9033 -3.5293
102 C 2.0450 6.4745 -2.2874
103 C 0.7668 5.6931 -2.7663
104 O 1.2963 4.5116 -3.2865
105 C 0.3754 3.7125 -3.9775
106 N 2.8583 5.5813 -1.4570
107 H 2.4344 7.7406 -4.0754
108 H 2.8602 6.2234 -4.3813
109 H 3.8071 7.3415 -3.1893
110 H 1.8395 7.3710 -1.7026
111 H 0.1749 6.2547 -3.4891
112 H 0.1948 5.5690 -1.8468
113 H 0.9569 2.8600 -4.3285
114 H 0.1095 4.3075 -4.8512
115 H -0.4920 3.4112 -3.3901
116 H 2.5660 4.6640 -1.7622
117 H 3.8346 5.6887 -1.6923
118 C 4.1613 3.5971 -4.2342
119 C 4.0012 2.3755 -5.1469
120 C 3.5019 1.1213 -4.3956
121 O 4.0321 0.9787 -3.0317
122 C 3.2998 0.0019 -2.3814
123 N 3.0654 2.8237 -6.1337
124 H 4.2214 4.5385 -4.7804
125 H 5.1448 3.6729 -3.7704
126 H 3.5965 3.6150 -3.3021
127 H 4.9982 2.1896 -5.5462
128 H 3.6501 0.3164 -5.1156
129 H 2.4267 1.2001 -4.2348
130 H 2.4050 0.4797 -1.9825
131 H 3.9152 -0.2678 -1.5230
132 H 3.3121 -0.9907 -2.8318
133 H 2.3458 3.3469 -5.6555
134 H 2.6641 1.9765 -6.5096
135 C -5.6304 -3.6718 -5.8829
136 C -4.8264 -2.6157 -5.1903
137 C -4.4334 -2.7372 -3.7452
138 O -5.5146 -2.5680 -2.8657
139 C -6.4142 -1.4515 -3.0222
140 N -3.5821 -2.4661 -5.9767
141 H -5.3652 -4.6835 -5.5760
142 H -5.5194 -3.6556 -6.9671
143 H -6.6680 -3.4769 -5.6118
144 H -5.3480 -1.6907 -5.4359
145 H -3.6301 -2.0189 -3.5815
146 H -3.9369 -3.6694 -3.4755
147 H -5.8364 -0.5290 -2.9643
148 H -7.2332 -1.5527 -2.3101
149 H -6.8906 -1.4845 -4.0020
150 H -3.2200 -3.3256 -6.3644
151 H -3.9794 -1.9853 -6.7710
152 C -1.7297 -6.9115 0.2993
153 C -1.1576 -5.8106 1.2130
154 C 0.3920 -5.8925 1.2277
155 O 1.0143 -5.6838 -0.0751
156 C 1.5939 -6.7947 -0.6303
157 N -1.6416 -4.4935 0.7993
158 H -2.7876 -6.8287 0.0502
159 H -1.6212 -7.9337 0.6618
160 H -1.3053 -6.8926 -0.7045
161 H -1.5251 -6.0053 2.2205
162 H 0.6996 -6.8860 1.5539
163 H 0.8881 -5.1796 1.8862
164 H 1.9807 -6.5675 -1.6237
165 H 0.8732 -7.6022 -0.7591
166 H 2.3425 -7.1675 0.0688
167 H -1.0138 -4.1803 0.0728
168 H -1.4648 -3.9438 1.6280
169 C 3.0559 0.0201 3.6739
170 C 3.5964 0.1524 2.1557
171 C 5.0937 0.4184 2.1292
172 O 5.6187 0.7999 0.7945
173 C 5.0733 1.9214 0.1720
174 N 3.2915 -1.0655 1.4860
175 H 1.9660 0.0154 3.6894
176 H 3.2589 0.9531 4.1996
177 H 3.4028 -0.8928 4.1579
178 H 3.1525 1.0286 1.6833
179 H 5.5700 -0.5038 2.4618
180 H 5.3024 1.1338 2.9247
181 H 5.7799 2.3755 -0.5227
182 H 4.6698 2.7250 0.7881
183 H 4.2130 1.7258 -0.4681
184 H 3.9098 -1.1411 0.6910
185 H 2.3857 -1.0516 1.0394

## Properties
2S+1 = 1
relative energy (zero: lowest compared OMol25 entry of this formula, charge and spin) = 736.16 kJ/mol
molar mass = 972.44 g mol⁻¹
total charge = 0

3.
DFT (the ωB97M-V functional and the def2-TZVPD basis) results for a structure of composition C48H53AuBrN7O3 at a distorted geometry.

CARTESIAN COORDINATES (ANGSTROEM)
1 Au 0.4485 -0.9383 0.0454
2 C -0.7769 -2.2129 4.1780
3 O 0.1136 -2.0417 3.0863
4 C 1.2542 -2.7648 3.0888
5 C 1.4856 -3.8276 3.9333
6 C 2.7021 -4.5114 3.8867
7 Br 3.0162 -5.9369 5.0926
8 C 3.6730 -4.1484 2.9958
9 C 3.4476 -3.0841 2.1077
10 C 2.2383 -2.3410 2.1415
11 O 2.0645 -1.2825 1.3866
12 C 4.4516 -2.7260 1.1413
13 N 4.3919 -1.6852 0.3072
14 C 5.4926 -1.6877 -0.5380
15 C 5.8923 -0.8431 -1.5636
16 C 7.0680 -1.1642 -2.2160
17 C 7.8219 -2.2882 -1.8615
18 C 7.4336 -3.1260 -0.8332
19 C 6.2552 -2.8015 -0.1784
20 N 5.5739 -3.4130 0.8666
21 H -0.2571 -2.0848 5.1304
22 H -1.2514 -3.1972 4.1567
23 H -1.5338 -1.4411 4.0711
24 H 0.7434 -4.1442 4.6520
25 H 4.6113 -4.6871 3.0057
26 H 3.6053 -1.0450 0.3618
27 H 5.3112 0.0280 -1.8348
28 H 7.4250 -0.5330 -3.0181
29 H 8.7310 -2.5071 -2.4039
30 H 8.0157 -3.9918 -0.5480
31 H 5.8738 -4.2363 1.3604
32 C 0.7413 -2.1250 -3.7231
33 C -0.6927 -2.0727 -4.2553
34 C -1.0547 -0.7153 -4.8625
35 C -1.7125 -2.5723 -3.2416
36 C -2.5501 -3.5730 -3.7214
37 C -3.4816 -4.1946 -2.9197
38 C -3.5268 -3.8682 -1.5822
39 C -2.7191 -2.8760 -1.0354
40 C -2.8397 -2.7485 0.4765
41 C -1.7142 -3.5723 1.1157
42 C -2.9707 -1.3273 1.0358
43 C -1.8469 -2.1644 -1.8895
44 N -1.1794 -0.9572 -1.4090
45 C -1.7347 0.1382 -1.7340
46 C 0.0667 1.8279 -0.7876
47 C 0.4114 3.3197 -0.7421
48 C 0.6067 3.6480 0.5253
49 C 0.4039 2.4345 1.3464
50 N 0.0482 1.4303 0.6248
51 C 0.7663 2.3981 2.7989
52 C 0.1499 1.1924 3.4937
53 C 2.3064 2.2882 2.8061
54 C 0.3312 3.6748 3.5264
55 H 1.4270 -1.7194 -4.4720
56 H 1.0292 -3.1566 -3.5223
57 H 0.8599 -1.5583 -2.8024
58 H -0.7368 -2.7822 -5.0828
59 H -0.8707 0.0828 -4.1567
60 H -2.1058 -0.6896 -5.1539
61 H -0.4462 -0.5210 -5.7487
62 H -2.4671 -3.8604 -4.7620
63 H -4.1461 -4.9454 -3.3252
64 H -4.2124 -4.3944 -0.9307
65 H -3.7658 -3.2655 0.7360
66 H -0.7476 -3.0841 0.9801
67 H -1.6581 -4.5546 0.6460
68 H -1.8918 -3.7081 2.1812
69 H -2.0131 -0.8092 1.0948
70 H -3.3911 -1.3707 2.0411
71 H -3.6583 -0.7423 0.4186
72 H -2.6803 0.0822 -2.2833
73 H 0.4957 3.9538 -1.6064
74 H 0.8785 4.6195 0.9068
75 H 0.4115 0.2792 2.9701
76 H -0.9382 1.2877 3.5162
77 H 0.5146 1.1355 4.5201
78 H 2.6196 1.3551 2.3342
79 H 2.6631 2.2998 3.8360
80 H 2.7664 3.1264 2.2779
81 H -0.7566 3.7283 3.5739
82 H 0.7101 4.5841 3.0592
83 H 0.7140 3.6469 4.5461
84 C -3.2132 6.1009 2.9455
85 C -3.4256 5.1369 1.8144
86 C -3.0446 5.4579 0.5157
87 C -3.3159 4.6191 -0.5533
88 C -3.9768 3.4132 -0.3346
89 N -4.3685 2.5224 -1.3771
90 C -3.9436 2.3494 -2.6458
91 O -4.5632 1.7707 -3.4968
92 N -2.6382 2.8643 -3.0336
93 C -1.4474 2.3824 -2.7047
94 C -0.3856 2.6404 -3.5970
95 C 0.8853 2.1404 -3.5805
96 C 1.4965 1.2805 -2.6080
97 N 1.1113 1.0360 -1.4058
98 C -1.3160 1.5710 -1.4322
99 C -4.3522 3.0716 0.9620
100 C -4.0760 3.9211 2.0177
101 H -2.3102 6.6938 2.8066
102 H -3.1559 5.5872 3.9038
103 H -4.0547 6.7952 2.9971
104 H -2.5581 6.4072 0.3245
105 H -3.0526 4.9329 -1.5527
106 H -5.2487 2.0521 -1.2120
107 H -2.6866 3.2169 -3.9881
108 H -0.6373 3.2357 -4.4694
109 H 1.4832 2.3629 -4.4572
110 H 2.3966 0.7555 -2.9147
111 H -2.0538 1.9482 -0.7147
112 H -4.8817 2.1420 1.1381
113 H -4.4010 3.6513 3.0147

## Properties
2S+1 = 1
relative energy (zero: lowest compared OMol25 entry of this formula, charge and spin) = 87.27 kJ/mol
molar mass = 1052.87 g mol⁻¹
total charge = +2

Number 1: HOMO energy -4.69 eV. Number 2: HOMO energy -8.64 eV. Number 3: HOMO energy -11.82 eV.